No. 1
DFT (the ωB97M-V functional and the def2-TZVPD basis) results for C8H30B2O31 as an isolated structure at a distorted geometry.

XYZ file:
```
71
Properties=species:S:1:pos:R:3:lowdin_charge:R:1
O -2.78 -3.73 0.19 0.070
C -2.46 -2.50 0.05 -0.242
O -1.30 -1.93 0.17 0.317
B -1.37 -0.54 -0.06 -0.827
O -2.73 -0.34 -0.52 0.322
C -3.36 -1.34 -0.28 -0.357
O -4.57 -1.44 -0.78 0.056
O -0.42 0.05 -0.97 0.303
C 0.37 0.80 -0.38 -0.387
O 1.50 1.02 -0.87 0.125
C 0.04 0.91 1.00 -0.413
O -1.01 0.28 1.18 0.296
O 0.74 1.48 1.86 0.074
O 2.20 -1.75 -0.69 0.176
C 3.28 -1.31 -0.43 -0.496
O 3.74 -1.24 0.72 0.288
B 4.80 -0.15 0.77 -0.707
O 4.95 0.17 -0.71 0.288
C 4.11 -0.54 -1.30 -0.570
O 3.96 -0.36 -2.41 0.211
O 6.05 -0.74 1.29 0.272
C 6.33 -0.03 2.34 -0.381
O 7.43 -0.14 2.93 0.108
C 5.30 0.96 2.51 -0.510
O 4.45 0.99 1.63 0.305
O 5.30 1.78 3.40 0.154
O -1.68 1.98 -2.86 -0.031
H -0.90 2.39 -3.04 -0.047
H -2.24 2.69 -3.36 0.138
O 2.93 3.34 2.50 0.199
H 2.39 3.03 1.77 0.108
H 3.54 2.69 2.32 0.032
O -1.32 -0.50 -3.83 -0.180
H -0.53 -1.05 -3.37 0.072
H -1.53 0.41 -3.41 -0.009
O -2.75 1.72 2.98 -0.029
H -1.99 1.29 2.61 -0.013
H -2.17 2.44 3.19 0.023
O -7.60 -1.70 -1.77 -0.099
H -7.15 -1.31 -1.00 0.023
H -8.38 -1.07 -1.76 0.058
O -5.02 -4.23 -2.33 -0.088
H -4.86 -3.39 -2.02 -0.061
H -4.21 -4.90 -2.23 0.110
O -0.23 3.55 0.93 -0.030
H 0.29 3.78 0.16 -0.012
H 0.20 2.92 1.49 -0.046
O 2.15 -0.12 3.69 -0.049
H 1.59 0.48 3.28 -0.069
H 2.08 0.41 4.53 0.053
O 1.46 -1.29 -3.48 -0.051
H 2.18 -0.72 -3.46 -0.036
H 1.39 -1.49 -2.52 0.041
O -4.89 1.32 -1.87 0.038
H -4.65 0.70 -2.47 -0.015
H -4.73 1.17 -1.01 -0.043
O 1.28 1.80 -3.41 -0.116
H 1.14 1.39 -4.37 0.131
H 1.35 1.07 -2.75 0.012
O -3.19 -6.07 1.49 -0.055
H -3.11 -5.94 2.43 0.028
H -3.21 -5.22 1.07 -0.041
O 0.81 3.96 -1.59 0.021
H 1.12 3.30 -2.04 -0.105
H 0.64 4.82 -2.05 0.097
O -0.28 -4.54 1.66 -0.077
H 0.11 -3.65 1.93 0.076
H -1.01 -4.46 1.06 -0.034
O 1.75 2.75 4.13 -0.153
H 2.35 2.99 3.30 -0.240
H 2.35 2.88 4.86 -0.004
```

Its orbital gap is 0.314 Ha. The calculation puts the LUMO energy at 3.44 eV. As for the HOMO energy: -5.1 eV. Its spin multiplicity is 1. The charge is -2. The largest force on an atom comes out at 11.52 eV/Å.



No. 2
DFT (the ωB97M-V functional and the def2-TZVPD basis) results for a 2-piece molecular cluster, C3H8ClNO overall at a distorted geometry.

XYZ file:
```
14
Properties=species:S:1:pos:R:3:lowdin_charge:R:1
C -1.17 -0.18 -0.86 -0.101
C 0.54 -1.68 1.91 -0.033
C -0.77 -1.34 -0.02 -0.238
N 1.15 2.14 -0.61 -0.410
O -0.31 -0.98 1.13 -0.130
Cl 1.64 2.53 -2.28 0.409
H -2.30 -0.31 -1.33 0.130
H -1.32 0.67 -0.18 0.057
H -0.35 0.08 -1.50 0.033
H 1.75 2.65 0.04 0.010
H 0.83 -2.69 1.80 0.043
H 0.53 -1.16 2.90 0.067
H -0.42 -2.34 -0.41 0.132
H 0.20 2.61 -0.61 0.030
```

Its orbital gap (spin up / spin down) is 0.292 / 0.276 Ha. The calculation puts the LUMO energy (spin up / spin down) at 0.51 / 0.51 eV. As for the HOMO energy (spin up / spin down): -7.4 / -7.0 eV. Its spin multiplicity is 1. The largest force on an atom comes out at 3.58 eV/Å.



Respective relative energy (zero: lowest compared OMol25 entry of this formula, charge and spin) values: 935.0, 574.5 kJ/mol.
Respective electronic energy values: -73615.933, -19295.405 eV.